Record 1
Entry from OMol25: a single C4H5NO molecule (the ωB97M-V functional and the def2-TZVPD basis).

LUMO, eV: 0.821
Charge: 0
E_HOMO, eV: -10.593
SMILES string: N#CC[C@H]1CO1
Relative energy (zero: lowest compared OMol25 entry of this formula, charge and spin), kJ/mol: 263.8

Each line ends with the natural charge from an NBO analysis.
Geometry (Å):
N  2.997  0.458  0.293  -0.31
C  2.003  -0.081  0.069  0.28
C  0.710  -0.732  -0.196  -0.55
C  -0.508  -0.044  0.463  0.08
C  -1.515  0.782  -0.308  -0.16
O  -1.692  -0.592  -0.020  -0.46
H  0.752  -1.757  0.208  0.27
H  0.576  -0.841  -1.282  0.26
H  -0.389  0.182  1.506  0.19
H  -2.144  1.468  0.266  0.20
H  -0.732  1.113  -0.934  0.20

***

Record 2
Entry from OMol25: a molecular structure, C19H26N4OsS9 (the ωB97M-V functional and the def2-TZVPD basis).

LUMO (alpha / beta), eV: -6.101 / -8.614
Charge: +2
E_HOMO (alpha / beta), eV: -13.010 / -13.022
Relative energy (zero: lowest compared OMol25 entry of this formula, charge and spin), kJ/mol: 100.3
Multiplicity: 5

Each line ends with the natural charge from an NBO analysis.
Geometry (Å):
Os  -0.412  0.296  0.482  0.80
C  3.770  0.923  2.329  -0.53
C  3.585  0.538  0.878  -0.52
S  2.160  -0.516  0.417  0.29
C  2.160  -1.891  1.630  -0.54
C  1.523  -1.647  2.992  -0.53
S  -0.008  -0.622  2.987  0.27
C  0.334  0.726  4.198  -0.52
C  1.749  1.240  4.376  -0.54
S  2.475  2.090  2.921  0.29
H  4.717  1.460  2.416  0.26
H  3.811  0.061  2.990  0.22
H  4.462  -0.010  0.532  0.25
H  3.457  1.427  0.259  0.26
H  3.196  -2.206  1.755  0.26
H  1.624  -2.680  1.101  0.25
H  2.215  -1.173  3.681  0.24
H  1.224  -2.604  3.422  0.26
H  -0.030  0.343  5.154  0.26
H  -0.319  1.532  3.866  0.26
H  2.446  0.475  4.710  0.23
H  1.708  1.999  5.161  0.27
C  -2.057  6.812  0.515  -0.66
C  -0.906  5.900  0.290  0.29
C  0.232  6.254  -0.446  -0.26
C  1.190  5.270  -0.636  0.09
N  1.067  4.055  -0.122  -0.46
C  -0.015  3.820  0.593  0.21
S  -0.146  2.330  1.495  0.21
N  -0.993  4.680  0.801  -0.48
H  -1.726  7.768  0.918  0.25
H  -2.771  6.350  1.190  0.24
H  -2.548  7.016  -0.435  0.25
H  0.354  7.244  -0.849  0.25
H  2.093  5.452  -1.206  0.22
C  -2.343  -2.546  1.487  -0.68
C  -1.591  -2.582  0.212  0.44
N  -0.780  -1.631  -0.240  -0.60
C  -0.282  -2.076  -1.442  -0.10
C  -0.791  -3.309  -1.705  -0.04
N  -1.609  -3.608  -0.654  -0.48
H  -2.457  -1.516  1.828  0.24
H  -1.801  -3.106  2.248  0.25
H  -3.322  -3.002  1.370  0.27
H  0.409  -1.494  -2.019  0.25
H  -0.648  -3.971  -2.534  0.26
H  -2.143  -4.458  -0.552  0.46
C  -3.799  3.420  -0.009  -0.74
S  -4.012  2.098  1.218  0.32
C  -4.044  0.684  0.191  -0.37
C  -3.159  0.359  -0.796  -0.50
S  -1.709  1.228  -1.222  0.16
S  -3.553  -1.081  -1.728  0.48
C  -4.874  -1.608  -0.714  -0.60
S  -5.594  -3.067  -0.910  0.06
S  -5.317  -0.471  0.531  0.53
H  -4.425  4.243  0.322  0.25
H  -4.130  3.070  -0.980  0.24
H  -2.759  3.733  -0.031  0.24

***

Record 3
Entry from OMol25: 2 unconnected molecules or ions with the total composition C4H12N2O (the ωB97M-V functional and the def2-TZVPD basis).

LUMO (alpha / beta), eV: -7.041 / -13.394
Charge: +2
E_HOMO (alpha / beta), eV: -18.040 / -17.746
Relative energy (zero: lowest compared OMol25 entry of this formula, charge and spin), kJ/mol: 57.6
Multiplicity: 3

Each line ends with the natural charge from an NBO analysis.
Geometry (Å):
C  0.128  0.340  0.626  -0.09
C  -0.152  -1.094  0.843  -0.66
C  1.389  1.099  0.627  -0.41
C  1.121  0.478  -0.625  0.01
N  -3.605  0.354  -0.294  -0.21
N  2.137  -0.385  -0.911  -0.69
O  -2.476  -0.058  -0.275  -0.18
H  0.443  -1.748  1.458  0.26
H  -1.154  -1.158  1.269  0.31
H  -0.236  -1.544  -0.120  0.25
H  -0.957  0.536  0.133  0.32
H  1.295  2.153  0.960  0.33
H  2.208  0.484  1.057  0.23
H  0.750  0.896  -1.571  0.27
H  -4.186  0.293  0.582  0.41
H  -3.961  1.213  -0.831  0.42
H  3.058  0.060  -0.764  0.48
H  2.097  -0.744  -1.914  0.48
H  2.099  -1.174  -0.248  0.46

***

Record 4
Entry from OMol25: a molecular structure, C35H31MnN3SbSe4 (the ωB97M-V functional and the def2-TZVPD basis).

LUMO (alpha / beta), eV: 1.482 / 1.576
Charge: -1
E_HOMO (alpha / beta), eV: -4.390 / -4.354
Relative energy (zero: lowest compared OMol25 entry of this formula, charge and spin), kJ/mol: 0.0
Multiplicity: 2

Each line ends with the Löwdin spin population.
Geometry (Å):
Mn  0.237  0.910  0.347  0.86
C  0.641  1.499  4.629  0.00
C  0.132  1.702  3.338  -0.01
N  0.790  1.311  2.272  0.00
C  2.025  0.755  2.392  0.00
C  2.566  0.422  3.647  0.00
C  1.826  0.831  4.779  0.00
C  3.776  -0.307  3.723  0.00
C  4.383  -0.683  2.559  0.00
C  3.899  -0.297  1.299  -0.01
C  2.764  0.494  1.169  0.00
N  2.186  1.004  0.054  -0.01
C  2.641  0.876  -1.237  0.00
C  3.957  0.837  -1.660  0.00
C  4.277  0.820  -3.027  0.00
C  3.304  0.891  -3.986  0.00
C  1.950  0.987  -3.594  0.00
C  0.903  1.235  -4.513  0.00
C  -0.354  1.471  -4.047  0.00
C  -0.607  1.348  -2.670  0.00
N  0.314  1.007  -1.799  -0.01
C  1.614  0.922  -2.231  0.00
H  0.071  1.839  5.482  0.00
H  -0.827  2.176  3.159  0.00
H  2.215  0.613  5.767  0.00
H  4.183  -0.570  4.690  0.00
H  5.284  -1.283  2.598  0.00
H  4.420  -0.633  0.415  0.00
H  4.754  0.893  -0.933  0.00
H  5.319  0.788  -3.318  0.00
H  3.553  0.924  -5.039  0.00
H  1.131  1.291  -5.571  0.00
H  -1.165  1.764  -4.697  0.00
H  -1.600  1.536  -2.284  0.00
Se  -2.574  6.318  0.632  -0.02
Sb  -1.060  5.502  -1.036  0.00
Se  1.296  5.525  -0.631  0.06
Se  -1.899  4.719  -3.162  0.01
Se  -0.777  2.875  0.138  0.21
C  -3.218  -1.964  0.668  0.00
C  -2.350  -0.965  -0.123  -0.01
C  -2.027  -1.610  -1.472  0.00
C  -1.088  -0.605  0.697  -0.07
C  -3.180  0.316  -0.294  0.00
C  -3.409  1.129  0.819  0.01
C  -4.095  2.327  0.713  0.01
C  -4.566  2.756  -0.521  0.00
C  -4.386  1.943  -1.626  0.00
C  -3.716  0.728  -1.508  0.00
H  -2.695  -2.914  0.799  0.00
H  -4.153  -2.158  0.137  0.00
H  -3.470  -1.563  1.651  0.00
H  -1.525  -2.565  -1.324  0.00
H  -1.394  -0.979  -2.095  0.00
H  -2.946  -1.818  -2.023  0.00
H  -1.277  -0.768  1.765  0.00
H  -2.995  0.842  1.779  0.00
H  -4.216  2.961  1.583  0.00
H  -5.018  3.734  -0.623  0.00
H  -4.725  2.274  -2.600  0.00
H  -3.581  0.129  -2.400  0.00
C  0.242  -1.404  0.407  0.00
C  0.227  -2.910  0.525  0.00
C  0.699  -3.715  -0.506  0.00
C  0.692  -5.098  -0.395  0.00
C  0.223  -5.701  0.762  0.00
C  -0.220  -4.906  1.811  0.00
C  -0.213  -3.527  1.693  0.00
H  0.688  -1.159  -0.571  0.00
H  0.984  -1.108  1.169  0.00
H  1.062  -3.249  -1.417  0.00
H  1.046  -5.705  -1.218  0.00
H  0.202  -6.780  0.846  0.00
H  -0.580  -5.365  2.724  0.00
H  -0.565  -2.914  2.515  0.00

***

Record 5
Entry from OMol25: 8 unconnected molecules or ions with the total composition C38H71N2O28P (the ωB97M-V functional and the def2-TZVPD basis).

LUMO, eV: 0.367
Charge: 0
E_HOMO, eV: -8.780
SMILES string: CCCOC[C@@]1(P(C)O)[C@H](CC(=O)OC(C)=O)NC(=O)[C@H]1CC(=O)N(C)C.COC(=O)OC.COC(=O)OC.COC(=O)OC.COC(=O)OC.COC(=O)OC.COC(=O)OC.COC(=O)OC

Each line ends with the Löwdin charge.
Geometry (Å):
C  0.804  -1.835  -0.524  -0.10
C  1.949  -0.967  0.010  -0.21
C  2.008  -0.957  1.542  -0.20
O  3.224  -1.548  2.002  -0.16
C  3.084  -2.319  3.189  -0.22
C  4.414  -2.436  3.964  -0.40
P  4.113  -3.757  5.267  0.99
C  4.081  -5.268  4.203  -0.24
O  2.496  -3.560  5.583  -0.30
C  5.557  -2.692  2.919  -0.27
C  6.755  -3.599  3.259  -0.03
C  7.485  -3.317  4.552  -0.43
O  8.253  -2.422  4.702  0.19
O  7.262  -4.269  5.543  0.05
C  7.092  -3.832  6.844  -0.52
C  7.198  -4.966  7.809  0.03
O  6.839  -2.699  7.118  0.12
N  5.988  -1.377  2.497  0.12
C  5.972  -0.576  3.684  -0.39
O  6.757  0.290  3.933  0.15
C  4.826  -1.066  4.573  -0.17
C  3.753  0.040  4.624  -0.03
C  4.226  1.267  5.393  -0.44
O  4.757  1.163  6.475  0.10
N  3.931  2.508  4.787  -0.15
C  3.857  3.574  5.801  -0.08
C  4.937  2.858  3.767  -0.06
H  -0.096  -1.706  0.083  0.07
H  1.060  -2.899  -0.501  0.07
H  0.542  -1.561  -1.548  0.06
H  1.775  0.049  -0.357  0.10
H  2.902  -1.290  -0.411  0.11
H  1.942  0.073  1.910  0.12
H  1.155  -1.517  1.939  0.12
H  2.296  -1.929  3.832  0.11
H  2.766  -3.330  2.891  0.12
H  3.272  -5.931  4.514  0.04
H  3.961  -5.023  3.145  0.04
H  5.020  -5.809  4.326  0.03
H  1.982  -4.297  5.231  0.05
H  5.069  -3.197  2.079  0.15
H  6.491  -4.654  3.206  0.10
H  7.500  -3.405  2.485  0.14
H  6.785  -4.662  8.767  0.09
H  8.225  -5.322  7.885  0.10
H  6.602  -5.799  7.425  0.09
H  5.470  -1.008  1.714  0.13
H  5.224  -1.152  5.589  0.12
H  2.850  -0.311  5.131  0.14
H  3.509  0.361  3.610  0.11
H  3.653  4.512  5.282  0.08
H  3.039  3.363  6.487  0.09
H  4.799  3.694  6.345  0.09
H  4.845  2.219  2.888  0.08
H  5.952  2.733  4.161  0.09
H  4.812  3.902  3.486  0.08
C  -1.013  0.901  -4.443  -0.04
O  0.145  1.533  -4.998  0.00
C  1.282  1.252  -4.366  -0.62
O  1.396  0.533  -3.407  0.12
O  2.272  1.901  -4.975  0.01
C  3.562  1.689  -4.394  -0.03
H  -1.860  1.210  -5.048  0.09
H  -0.923  -0.182  -4.488  0.09
H  -1.173  1.220  -3.415  0.10
H  3.833  0.636  -4.437  0.10
H  3.579  2.034  -3.362  0.10
H  4.257  2.273  -4.989  0.09
C  -0.450  -1.617  -7.554  -0.03
O  -1.287  -1.388  -8.688  0.01
C  -2.562  -1.155  -8.376  -0.63
O  -3.015  -1.118  -7.261  0.12
O  -3.242  -0.967  -9.502  0.01
C  -4.636  -0.700  -9.315  -0.03
H  0.554  -1.781  -7.935  0.10
H  -0.453  -0.747  -6.899  0.08
H  -0.776  -2.498  -7.004  0.10
H  -4.782  0.210  -8.737  0.10
H  -5.124  -1.535  -8.818  0.10
H  -5.057  -0.569  -10.307  0.09
C  -9.763  1.593  -7.461  -0.03
O  -10.189  1.449  -8.820  0.01
C  -9.268  0.937  -9.631  -0.62
O  -8.157  0.602  -9.316  0.12
O  -9.789  0.857  -10.856  -0.01
C  -8.902  0.318  -11.840  -0.04
H  -10.608  2.017  -6.927  0.09
H  -9.504  0.626  -7.036  0.10
H  -8.911  2.266  -7.396  0.10
H  -8.612  -0.699  -11.580  0.10
H  -8.017  0.943  -11.942  0.10
H  -9.456  0.314  -12.774  0.09
C  4.404  -1.323  8.174  -0.05
O  3.991  -0.951  9.502  -0.02
C  2.791  -1.402  9.855  -0.62
O  2.044  -2.053  9.171  0.12
O  2.550  -0.998  11.104  0.00
C  1.279  -1.396  11.618  -0.04
H  5.384  -0.891  8.025  0.09
H  4.466  -2.405  8.091  0.08
H  3.711  -0.921  7.441  0.08
H  1.197  -2.481  11.644  0.10
H  0.473  -0.979  11.017  0.10
H  1.228  -0.998  12.627  0.09
C  -14.356  -1.716  -16.320  -0.04
O  -13.566  -2.136  -15.205  0.00
C  -13.466  -1.230  -14.234  -0.63
O  -13.969  -0.138  -14.234  0.13
O  -12.711  -1.742  -13.263  0.01
C  -12.518  -0.869  -12.145  -0.04
H  -14.348  -2.544  -17.022  0.09
H  -15.377  -1.505  -16.009  0.10
H  -13.923  -0.833  -16.787  0.10
H  -13.469  -0.629  -11.675  0.10
H  -12.016  0.045  -12.452  0.09
H  -11.891  -1.408  -11.441  0.09
C  4.509  2.147  9.567  -0.01
O  3.809  2.575  10.748  0.02
C  4.219  3.732  11.246  -0.63
O  5.095  4.431  10.808  0.12
O  3.487  4.004  12.333  0.00
C  3.829  5.233  12.973  -0.05
H  4.072  1.194  9.285  0.07
H  4.388  2.875  8.769  0.08
H  5.567  2.009  9.782  0.11
H  3.677  6.074  12.299  0.10
H  4.863  5.216  13.312  0.10
H  3.163  5.322  13.827  0.09
C  -1.998  4.574  -4.225  -0.04
O  -3.162  4.205  -3.480  0.00
C  -3.417  4.996  -2.438  -0.63
O  -2.767  5.949  -2.101  0.13
O  -4.517  4.547  -1.834  0.00
C  -4.909  5.308  -0.689  -0.04
H  -1.908  3.853  -5.032  0.09
H  -2.104  5.574  -4.639  0.10
H  -1.109  4.525  -3.598  0.10
H  -5.127  6.337  -0.968  0.10
H  -4.129  5.289  0.070  0.10
H  -5.807  4.832  -0.307  0.09

***

Record 6
Entry from OMol25: a single C7H12 molecule (the ωB97M-V functional and the def2-TZVPD basis).

LUMO, eV: 1.117
Charge: 0
E_HOMO, eV: -9.090
SMILES string: C=C(/C=C/C)CC
Relative energy (zero: lowest compared OMol25 entry of this formula, charge and spin), kJ/mol: 169.6

Each line ends with the natural charge from an NBO analysis.
Geometry (Å):
C  -1.786  -1.264  -0.438  -0.40
C  -0.610  -0.670  -0.557  0.01
C  -0.554  0.851  -0.574  -0.23
C  -0.138  1.358  0.594  -0.18
C  -0.046  2.823  0.828  -0.66
C  0.681  -1.283  -0.998  -0.45
C  1.341  -1.956  0.277  -0.61
H  -2.032  -2.325  -0.450  0.20
H  -2.645  -0.696  -0.140  0.20
H  -0.890  1.526  -1.347  0.21
H  0.186  0.698  1.395  0.20
H  0.212  3.084  1.860  0.21
H  0.801  3.226  0.231  0.22
H  -0.907  3.446  0.597  0.22
H  1.432  -0.568  -1.338  0.22
H  0.503  -1.985  -1.825  0.22
H  2.047  -1.242  0.691  0.21
H  1.783  -2.932  0.106  0.21
H  0.622  -2.091  1.085  0.21